1.
A cluster of 3 separate species, C20H35F6N2O8P in total, computed with ωB97M-V/def2-TZVPD.

The LUMO energy is 0.28 eV. Its SMILES is CCCCC[C@]1(C[C@@H](O)CN)C[C@@H](P(N)O)C(=O)O1.CCOC(=O)C(F)(F)F.CCOC(=O)C(F)(F)F. As for the orbital gap: 8.992 eV. The HOMO energy is -8.7 eV.

```
! wB97M-V def2-TZVPD RIJCOSX def2/J DEFGRID3
* xyz 0 1
C -0.698 0.227 -2.250
C 0.014 1.507 -3.018
C 0.103 2.871 -2.086
C 1.574 3.017 -1.366
C 1.806 1.861 -0.182
C 2.185 2.566 1.249
C 3.425 3.658 1.276
C 4.593 3.385 0.157
O 5.734 4.289 0.505
C 5.195 1.860 0.140
N 5.152 1.365 -1.321
C 2.507 1.647 2.568
C 1.076 0.853 2.656
P 1.005 -0.176 4.263
N -0.688 -0.162 4.906
O 1.274 -1.888 3.886
C 0.095 2.162 2.469
O -1.119 2.255 3.017
O 0.860 3.152 1.641
H -0.927 -0.601 -3.047
H -0.038 -0.248 -1.409
H -1.725 0.543 -1.731
H -0.585 1.752 -3.995
H 1.124 1.218 -3.323
H -0.727 2.843 -1.243
H -0.057 3.807 -2.798
H 2.458 2.901 -2.157
H 1.635 4.110 -0.938
H 0.774 1.297 -0.101
H 2.595 1.098 -0.587
H 2.929 4.706 0.990
H 3.847 3.819 2.381
H 4.266 3.646 -0.955
H 6.353 3.843 1.155
H 4.579 1.075 0.752
H 6.327 1.777 0.461
H 6.118 1.006 -1.525
H 4.556 0.483 -1.313
H 2.527 2.436 3.441
H 3.518 1.065 2.656
H 1.101 0.032 1.817
H -1.272 -0.283 4.028
H -0.739 -1.041 5.481
H 0.835 -2.129 3.018
C -2.282 -6.403 7.529
C -3.457 -5.535 7.121
O -3.044 -4.537 6.173
C -2.935 -4.951 4.870
O -3.166 -6.097 4.495
C -2.539 -3.784 3.967
F -1.522 -3.038 4.486
F -3.575 -2.921 3.759
F -2.122 -4.183 2.732
H -1.459 -5.787 7.902
H -2.577 -7.111 8.307
H -1.893 -6.969 6.676
H -3.839 -5.000 7.997
H -4.284 -6.132 6.721
C -4.595 0.235 -8.834
C -4.587 -0.452 -7.481
O -3.247 -0.796 -7.095
C -2.497 0.217 -6.553
O -2.908 1.362 -6.392
C -1.117 -0.297 -6.145
F -0.539 -1.076 -7.103
F -1.167 -1.061 -5.015
F -0.229 0.705 -5.887
H -4.090 -0.384 -9.582
H -5.619 0.426 -9.164
H -4.060 1.188 -8.797
H -5.149 -1.390 -7.543
H -5.067 0.162 -6.711
*
```

These are the Löwdin partial charges, in e, on atoms 1 to 6:
1. C -0.134
2. C -0.238
3. C -0.206
4. C -0.189
5. C -0.095
6. C -0.371


2.
A structure of composition C20H35N2RuS3Si4Te, computed with ωB97M-V/def2-TZVPD.

The LUMO energy (spin up / spin down) is -3.59 / -5.03 eV. The calculation puts the energy relative to the best compared isomer or geometry (same formula, charge and spin) at 2.3 kcal/mol. As for the orbital gap (spin up / spin down): 6.451 / 5.867 eV. The HOMO energy (spin up / spin down) is -10.0 / -10.9 eV.

```
! wB97M-V def2-TZVPD RIJCOSX def2/J DEFGRID3
* xyz 1 5
Ru 1.123 -2.645 -0.273
C 1.124 -2.960 4.170
C 2.464 -3.150 4.463
C 3.381 -3.238 3.429
C 2.940 -3.127 2.117
N 1.638 -2.932 1.848
C 0.754 -2.859 2.843
C 3.846 -3.220 0.951
C 5.195 -3.524 1.066
C 5.974 -3.604 -0.076
C 5.393 -3.383 -1.312
C 4.044 -3.091 -1.358
N 3.292 -3.009 -0.258
H 0.375 -2.893 4.945
H 2.797 -3.234 5.488
H 4.425 -3.387 3.654
H -0.279 -2.719 2.552
H 5.643 -3.707 2.030
H 7.025 -3.843 0.005
H 5.964 -3.440 -2.227
H 3.533 -2.919 -2.296
S -2.159 -3.662 -3.135
C -0.978 -3.405 -2.088
S 0.631 -2.662 -2.428
S -0.917 -3.603 -0.343
C -0.328 2.914 2.545
Si -0.463 3.432 0.741
C 1.208 4.026 0.121
C -1.761 4.776 0.538
Si -1.197 1.578 -0.535
Te 0.838 0.043 -0.403
Si -2.984 0.332 0.397
C -2.370 -0.504 1.970
C -3.548 -0.960 -0.841
C -4.381 1.525 0.796
Si -1.336 1.982 -2.886
C 0.208 2.882 -3.463
C -2.865 3.053 -3.112
C -1.521 0.360 -3.809
H 0.115 3.724 3.129
H 0.302 2.031 2.668
H -1.306 2.693 2.976
H 1.578 4.814 0.782
H 1.146 4.440 -0.886
H 1.950 3.225 0.110
H -1.490 5.641 1.148
H -2.752 4.446 0.853
H -1.831 5.113 -0.497
H -1.487 -1.112 1.759
H -3.148 -1.162 2.366
H -2.105 0.213 2.748
H -2.713 -1.545 -1.218
H -4.056 -0.505 -1.693
H -4.251 -1.650 -0.367
H -4.076 2.268 1.535
H -5.235 0.983 1.209
H -4.725 2.055 -0.093
H 0.272 3.889 -3.049
H 0.185 2.971 -4.552
H 1.120 2.348 -3.190
H -2.801 3.984 -2.548
H -3.769 2.528 -2.799
H -2.982 3.312 -4.167
H -0.696 -0.321 -3.603
H -1.526 0.553 -4.885
H -2.449 -0.156 -3.558
*
```

These are the natural (NBO) partial charges, in e, on atoms 1 to 6:
1. Ru 0.509
2. C -0.229
3. C -0.125
4. C -0.206
5. C 0.183
6. N -0.484